1.
{
  "formula": "C32H85N7O9",
  "method": "ωB97M-V/def2-TZVPD",
  "symbols": ["C", "O", "C", "C", "N", "C", "C", "O", "C", "H", "H", "H", "H", "H", "H", "H", "H", "H", "H", "H", "H", "H", "H", "H", "C", "O", "C", "C", "N", "C", "C", "O", "C", "H", "H", "H", "H", "H", "H", "H", "H", "H", "H", "H", "H", "H", "H", "H", "C", "C", "C", "O", "C", "N", "H", "H", "H", "H", "H", "H", "H", "H", "H", "H", "H", "C", "C", "C", "O", "C", "N", "H", "H", "H", "H", "H", "H", "H", "H", "H", "H", "H", "C", "C", "C", "O", "C", "N", "H", "H", "H", "H", "H", "H", "H", "H", "H", "H", "H", "C", "C", "C", "O", "C", "N", "H", "H", "H", "H", "H", "H", "H", "H", "H", "H", "H", "C", "C", "C", "O", "C", "N", "H", "H", "H", "H", "H", "H", "H", "H", "H", "H", "H"],
  "xyz": [[-9.48, -10.36, 27.52], [-9.76, -9.67, 26.35], [-9.00, -8.46, 26.07], [-9.97, -7.52, 25.35], [-10.23, -8.04, 24.03], [-11.36, -7.33, 23.32], [-11.28, -7.46, 21.74], [-10.05, -6.93, 21.40], [-9.90, -5.54, 21.52], [-8.46, -10.74, 27.52], [-10.15, -11.22, 27.51], [-9.73, -9.76, 28.40], [-8.13, -8.73, 25.47], [-8.59, -8.05, 26.99], [-9.58, -6.50, 25.37], [-10.98, -7.60, 25.75], [-10.21, -9.05, 24.06], [-11.47, -6.28, 23.60], [-12.33, -7.76, 23.60], [-12.07, -6.85, 21.29], [-11.35, -8.50, 21.43], [-8.97, -5.31, 21.00], [-9.70, -5.32, 22.57], [-10.70, -4.96, 21.06], [-9.55, -2.27, 23.14], [-9.34, -2.17, 21.80], [-8.35, -1.17, 21.56], [-6.86, -1.40, 21.94], [-6.02, -2.10, 20.99], [-4.60, -2.12, 21.39], [-3.95, -3.42, 20.74], [-3.70, -3.38, 19.37], [-4.66, -4.07, 18.62], [-10.05, -3.19, 23.42], [-10.14, -1.43, 23.50], [-8.64, -2.20, 23.73], [-8.51, -0.10, 21.67], [-8.30, -1.29, 20.48], [-6.68, -1.88, 22.90], [-6.53, -0.36, 21.97], [-6.13, -1.96, 20.00], [-4.62, -2.28, 22.46], [-3.94, -1.28, 21.16], [-4.53, -4.31, 20.96], [-2.94, -3.48, 21.15], [-5.65, -3.60, 18.58], [-4.63, -5.15, 18.75], [-4.47, -3.90, 17.56], [-1.03, 0.73, 29.29], [-2.17, -0.13, 28.74], [-3.50, 0.77, 28.66], [-4.09, 1.01, 29.95], [-5.33, 1.69, 29.90], [-1.77, -0.55, 27.41], [-0.16, 0.12, 29.54], [-1.16, 1.32, 30.19], [-0.59, 1.50, 28.65], [-2.35, -1.10, 29.22], [-4.22, 0.23, 28.04], [-3.32, 1.71, 28.15], [-5.69, 1.88, 30.92], [-6.09, 1.20, 29.30], [-5.16, 2.64, 29.39], [-2.24, -1.41, 27.14], [-0.79, -0.79, 27.41], [-4.73, -10.18, 22.07], [-4.51, -9.11, 21.02], [-5.81, -8.68, 20.30], [-5.49, -7.74, 19.22], [-6.60, -7.32, 18.48], [-3.87, -7.92, 21.76], [-3.76, -10.54, 22.40], [-5.41, -10.91, 21.64], [-5.27, -9.73, 22.90], [-3.89, -9.67, 20.32], [-6.43, -8.26, 21.09], [-6.16, -9.62, 19.87], [-6.30, -6.73, 17.62], [-7.41, -6.88, 19.07], [-6.86, -8.30, 18.08], [-3.98, -7.15, 21.10], [-2.88, -8.09, 21.85], [-8.00, -3.56, 27.05], [-9.31, -3.79, 27.89], [-10.50, -3.19, 26.99], [-10.26, -1.99, 26.31], [-10.39, -0.85, 27.13], [-9.47, -5.21, 28.14], [-7.18, -4.24, 27.29], [-7.63, -2.54, 27.14], [-8.00, -3.68, 25.96], [-9.30, -3.12, 28.74], [-11.48, -3.17, 27.47], [-10.65, -3.92, 26.19], [-10.10, -0.02, 26.48], [-9.81, -0.82, 28.06], [-11.45, -0.81, 27.34], [-10.26, -5.21, 28.76], [-8.67, -5.30, 28.75], [-3.28, -3.29, 25.18], [-4.45, -3.92, 25.86], [-5.02, -5.07, 25.06], [-5.72, -4.69, 23.85], [-6.52, -5.74, 23.22], [-4.09, -4.31, 27.24], [-2.26, -3.54, 25.49], [-3.32, -2.20, 25.22], [-3.40, -3.59, 24.14], [-5.30, -3.23, 25.78], [-5.79, -5.59, 25.63], [-4.21, -5.80, 24.92], [-5.97, -6.34, 22.50], [-7.22, -5.27, 22.52], [-7.20, -6.23, 23.92], [-3.93, -3.49, 27.81], [-4.81, -4.80, 27.75], [-5.71, -3.32, 30.26], [-4.73, -4.35, 30.85], [-5.15, -5.77, 30.79], [-5.17, -6.21, 29.41], [-6.31, -6.94, 28.94], [-3.28, -4.23, 30.34], [-6.44, -2.98, 30.99], [-6.09, -3.61, 29.28], [-5.14, -2.40, 30.37], [-4.82, -4.05, 31.89], [-6.08, -5.84, 31.36], [-4.45, -6.44, 31.30], [-6.33, -7.96, 29.31], [-6.16, -7.14, 27.87], [-7.25, -6.40, 29.02], [-2.98, -4.75, 29.52], [-2.53, -4.25, 31.02]],
  "lowdin_charge": [-0.1088, -0.2095, -0.1462, -0.1186, 0.2223, -0.0737, -0.1730, -0.1961, -0.0941, 0.0978, 0.0985, 0.0966, 0.1327, 0.1132, 0.1336, 0.1627, 0.1672, 0.1249, 0.1456, 0.1331, 0.1333, 0.0943, 0.0642, 0.1104, -0.1708, -0.1576, -0.1780, -0.2097, -0.0705, -0.1513, -0.2243, -0.1664, -0.1232, 0.0714, 0.0922, 0.0762, 0.1226, 0.1160, 0.1037, 0.1109, 0.1004, 0.0882, 0.1164, 0.1048, 0.1166, 0.0779, 0.0762, 0.0881, -0.0762, -0.3890, -0.1731, -0.2037, -0.1161, 0.0223, 0.0701, 0.0757, 0.0809, 0.1229, 0.1029, 0.1194, 0.0887, 0.0748, 0.0817, 0.0374, 0.0699, -0.0892, -0.4093, -0.1576, -0.2144, -0.1210, 0.0567, 0.0852, 0.0758, 0.0661, 0.1314, 0.1131, 0.1220, 0.0907, 0.0821, 0.0860, 0.0429, 0.0669, -0.0472, -0.3893, -0.2078, -0.2112, -0.0850, 0.0545, 0.0422, 0.0838, 0.0671, 0.1264, 0.1189, 0.1020, 0.0968, 0.0888, 0.0908, 0.0836, 0.0381, -0.0555, -0.4388, -0.1882, -0.1925, -0.0655, 0.0808, 0.0864, 0.0729, 0.0644, 0.1208, 0.0948, 0.1334, 0.0624, 0.0593, 0.0669, 0.0574, 0.0236, -0.0540, -0.3829, -0.1905, -0.2074, -0.0955, 0.0514, 0.0767, 0.0490, 0.0766, 0.1340, 0.1245, 0.1256, 0.0885, 0.0736, 0.0528, 0.0448, 0.0613],
  "spin_multiplicity": 2,
  "s2": 0.75,
  "gap_ev": [7.565, 2.778],
  "lumo_energy_ev": [-2.36, -7.14],
  "homo_ev": [-9.920, -9.920],
  "energy_ha": -2329.997292,
  "charge": 1
}

2.
{
  "formula": "C32H87N5O9",
  "method": "ωB97M-V/def2-TZVPD",
  "symbols": ["C", "C", "C", "O", "C", "N", "H", "H", "H", "H", "H", "H", "H", "H", "H", "H", "H", "C", "C", "C", "O", "C", "N", "H", "H", "H", "H", "H", "H", "H", "H", "H", "H", "H", "C", "C", "C", "O", "C", "N", "H", "H", "H", "H", "H", "H", "H", "H", "H", "H", "H", "C", "C", "C", "O", "C", "N", "H", "H", "H", "H", "H", "H", "H", "H", "H", "H", "H", "C", "C", "C", "O", "C", "N", "H", "H", "H", "H", "H", "H", "H", "H", "H", "H", "H", "C", "C", "C", "O", "H", "H", "H", "H", "H", "H", "H", "H", "C", "C", "C", "O", "H", "H", "H", "H", "H", "H", "H", "H", "C", "C", "C", "O", "H", "H", "H", "H", "H", "H", "H", "H", "C", "C", "C", "O", "H", "H", "H", "H", "H", "H", "H", "H"],
  "xyz": [[2.82, -4.15, 4.73], [2.11, -3.27, 3.61], [2.42, -1.78, 3.59], [1.93, -1.14, 4.75], [2.43, 0.13, 4.80], [2.45, -3.83, 2.30], [2.69, -3.75, 5.74], [3.92, -4.10, 4.64], [2.49, -5.20, 4.55], [1.01, -3.35, 3.80], [2.02, -1.37, 2.66], [3.52, -1.63, 3.59], [2.37, 0.41, 5.86], [1.80, 0.81, 4.12], [3.47, 0.21, 4.45], [2.29, -4.81, 2.25], [1.98, -3.42, 1.52], [-0.84, -0.25, 0.05], [0.66, -0.32, -0.22], [1.35, 0.52, 0.84], [1.12, 1.88, 0.47], [1.55, 2.76, 1.50], [1.22, -1.71, 0.00], [-1.44, -0.78, -0.75], [-1.13, 0.82, 0.07], [-1.09, -0.77, 1.03], [0.99, 0.14, -1.24], [2.41, 0.27, 0.87], [0.95, 0.24, 1.83], [0.86, 2.73, 2.32], [1.51, 3.79, 1.12], [2.57, 2.58, 1.88], [0.49, -2.33, -0.36], [1.95, -1.90, -0.66], [7.76, -2.03, 1.51], [6.25, -2.20, 1.53], [5.56, -1.44, 0.40], [5.90, -1.96, -0.88], [5.18, -1.38, -1.95], [5.89, -3.65, 1.41], [8.12, -2.31, 0.51], [8.28, -2.71, 2.21], [8.03, -0.99, 1.56], [5.75, -1.86, 2.44], [5.69, -0.32, 0.24], [4.47, -1.52, 0.55], [5.28, -0.35, -2.02], [4.10, -1.71, -1.97], [5.60, -1.84, -2.84], [4.88, -3.67, 1.16], [6.28, -4.02, 0.58], [-2.33, 3.89, -3.90], [-1.15, 3.83, -2.94], [-1.48, 3.56, -1.44], [-1.96, 4.78, -0.82], [-2.32, 4.50, 0.52], [-0.08, 2.91, -3.37], [-3.22, 4.36, -3.40], [-2.61, 2.87, -4.15], [-2.02, 4.34, -4.80], [-0.72, 4.86, -3.08], [-0.55, 3.22, -0.95], [-2.26, 2.74, -1.42], [-1.50, 4.07, 1.10], [-3.05, 3.71, 0.70], [-2.74, 5.37, 1.02], [-0.48, 1.94, -3.35], [0.01, 2.95, -4.39], [-3.55, 0.93, 2.30], [-2.79, 1.08, 3.62], [-1.53, 0.29, 3.70], [-1.66, -1.10, 3.74], [-1.19, -1.63, 4.97], [-2.38, 2.51, 3.83], [-3.50, -0.10, 2.04], [-2.98, 1.45, 1.47], [-4.55, 1.35, 2.38], [-3.46, 0.70, 4.41], [-0.99, 0.69, 4.55], [-0.85, 0.59, 2.85], [-1.98, -1.54, 5.74], [-0.32, -1.14, 5.31], [-1.04, -2.71, 4.91], [-2.03, 2.63, 4.76], [-3.22, 3.03, 3.84], [-4.62, -3.49, -0.16], [-5.97, -3.78, 0.48], [-5.92, -4.94, 1.48], [-6.52, -2.59, 1.13], [-4.64, -2.50, -0.69], [-4.36, -4.23, -0.98], [-3.74, -3.39, 0.54], [-6.71, -4.08, -0.31], [-5.08, -4.80, 2.18], [-5.81, -5.96, 1.08], [-6.84, -4.94, 2.07], [-5.86, -2.23, 1.70], [-5.35, 1.42, -2.08], [-4.83, 0.06, -2.48], [-4.72, -0.12, -4.03], [-3.44, 0.01, -1.98], [-5.22, 1.52, -0.97], [-6.40, 1.48, -2.42], [-4.61, 2.21, -2.46], [-5.45, -0.76, -2.06], [-4.23, -1.10, -4.28], [-4.09, 0.67, -4.42], [-5.73, -0.08, -4.35], [-3.57, -0.03, -0.98], [-1.19, -1.27, -5.50], [-0.75, -1.23, -4.05], [0.75, -1.17, -3.86], [-1.21, -0.01, -3.52], [-0.84, -2.19, -5.98], [-0.82, -0.42, -6.03], [-2.28, -1.15, -5.56], [-1.16, -2.07, -3.43], [1.20, -0.19, -4.13], [1.29, -1.81, -4.51], [0.99, -1.36, -2.82], [-2.07, -0.06, -3.11], [2.71, 5.01, -1.97], [3.30, 4.51, -3.27], [4.12, 3.20, -2.99], [2.32, 4.22, -4.18], [1.99, 4.35, -1.59], [2.13, 5.97, -2.22], [3.39, 5.20, -1.15], [3.88, 5.31, -3.75], [5.07, 3.39, -2.29], [4.53, 2.71, -3.86], [3.42, 2.58, -2.47], [1.57, 3.71, -3.72]],
  "lowdin_charge": [-0.0403, -0.3933, -0.2043, -0.1960, -0.1383, 0.0444, 0.0653, 0.0738, 0.0789, 0.1258, 0.0965, 0.1181, 0.0982, 0.0971, 0.0859, 0.0563, 0.0316, -0.0515, -0.3978, -0.2416, -0.1944, -0.0961, 0.0533, 0.0760, 0.0734, 0.0952, 0.1586, 0.1151, 0.0958, 0.0643, 0.0892, 0.0905, 0.0785, 0.0427, -0.0628, -0.4150, -0.2156, -0.2035, -0.0969, 0.0423, 0.0761, 0.0866, 0.0706, 0.1182, 0.1427, 0.0952, 0.0562, 0.0937, 0.0851, 0.0531, 0.0455, -0.0584, -0.4071, -0.1674, -0.1647, -0.1298, 0.0287, 0.1008, 0.0538, 0.0600, 0.1476, 0.1068, 0.1252, 0.0764, 0.0571, 0.0884, 0.0756, 0.0911, -0.0541, -0.4100, -0.2619, -0.1583, -0.1014, 0.0581, 0.0548, 0.0722, 0.0797, 0.1414, 0.1144, 0.1199, 0.0978, 0.0558, 0.0854, 0.0587, 0.0566, -0.0758, -0.4676, -0.0703, -0.0609, 0.0564, 0.0994, 0.0906, 0.1458, 0.0766, 0.0824, 0.0723, 0.0610, -0.0573, -0.4366, -0.0329, -0.1379, 0.0844, 0.0936, 0.0959, 0.1292, 0.0902, 0.0694, 0.0624, 0.1005, -0.0466, -0.4817, -0.0482, -0.0920, 0.0890, 0.0745, 0.0620, 0.1520, 0.0988, 0.0643, 0.0451, 0.0167, -0.0649, -0.5397, -0.0576, -0.0872, 0.0350, 0.1088, 0.0721, 0.1354, 0.1138, 0.0551, 0.0509, 0.0582],
  "gap_ev": 9.481,
  "smiles": "COC[C@H](C)N.COC[C@H](C)N.COC[C@H](C)N.COC[C@H](C)N.COC[C@H](C)N.CC(C)O.CC(C)O.CC(C)O.CC(C)O",
  "lumo_energy_ev": 0.39,
  "de_lowest_ev": 1.6298,
  "homo_ev": -9.093,
  "energy_ha": -2222.166311
}